C6H13N in the gas phase in a non-equilibrium geometry, computed with wB97M-V/def2-TZVPD.

Computed properties:
relative energy (zero: lowest compared OMol25 entry of this formula, charge and spin): 36.8 kcal per mole
charge: 0
calculated total energy: -291.1001 a.u.
structure (SMILES): C[C@H]1N(C)C1(C)C
HOMO-LUMO gap: 9.885 eV

XYZ file:
```
20
C6H13N, DFT wB97M-V/def2-TZVPD
C 1.237 -2.115 -0.116
C 0.776 -0.723 0.347
N 0.658 0.248 -0.728
C 1.208 1.575 -0.567
C -0.523 0.036 0.087
C -1.051 1.262 1.012
C -1.736 -0.621 -0.562
H 2.336 -2.125 -0.209
H 0.980 -2.929 0.573
H 0.851 -2.367 -1.109
H 1.254 -0.424 1.284
H 0.884 2.186 -1.415
H 0.778 2.003 0.336
H 2.297 1.573 -0.502
H -1.716 0.832 1.755
H -0.447 1.982 1.610
H -1.643 1.941 0.374
H -1.507 -1.314 -1.381
H -2.396 0.155 -0.967
H -2.299 -1.176 0.197
```

natural (NBO) atomic charge list, values in e, 4 entries:
1 C -0.62
2 C -0.08
3 N -0.42
4 C -0.42

---

A molecular structure, C6H13N in a non-equilibrium geometry, computed with wB97M-V/def2-TZVPD.

Computed properties:
relative energy (zero: lowest compared OMol25 entry of this formula, charge and spin): 148.2 kcal per mole
charge: 0
calculated total energy: -290.9225 a.u.
HOMO-LUMO gap: 7.599 eV

XYZ file:
```
20
C6H13N, DFT wB97M-V/def2-TZVPD
C 1.222 -0.759 -0.808
C 1.597 -1.699 0.301
H 2.176 -2.543 -0.085
H 2.067 -0.308 -1.319
H 0.520 -1.162 -1.540
H -0.117 -0.069 -0.230
H 2.203 -1.176 1.045
H 0.714 -2.103 0.800
C -1.535 0.467 -0.206
N -1.935 0.227 -1.504
C 0.586 0.957 -0.038
C -2.205 0.471 0.932
C 1.055 1.293 1.181
H -2.921 0.036 -1.645
H -1.568 0.864 -2.197
H 0.633 1.618 -0.891
H -1.660 0.628 1.857
H -3.282 0.342 0.983
H 1.020 0.625 2.028
H 1.429 2.294 1.336
```

natural (NBO) atomic charge list, values in e, 4 entries:
1 C -0.39
2 C -0.65
3 H 0.22
4 H 0.22

---

C6H13N in the gas phase in a non-equilibrium geometry, computed with wB97M-V/def2-TZVPD.

Computed properties:
relative energy (zero: lowest compared OMol25 entry of this formula, charge and spin): 37.4 kcal per mole
charge: 0
calculated total energy: -291.0991 a.u.
structure (SMILES): C=C(CCC)NC
HOMO-LUMO gap: 9.559 eV

XYZ file:
```
20
C6H13N, DFT wB97M-V/def2-TZVPD
C 1.313 -0.213 1.200
C 0.754 0.345 0.117
C -0.705 0.262 -0.217
C -1.604 0.107 1.082
C -2.319 -1.276 1.025
N 1.530 1.145 -0.765
C 1.956 0.577 -2.073
H 2.368 -0.147 1.351
H 0.722 -0.767 1.957
H -1.208 1.037 -0.864
H -0.740 -0.609 -0.896
H -2.335 0.940 1.102
H -1.071 0.239 2.011
H -1.490 -1.975 1.149
H -3.284 -1.272 1.528
H -2.639 -1.433 -0.005
H 2.417 1.408 -0.355
H 2.775 -0.133 -2.025
H 2.399 1.476 -2.543
H 1.162 0.290 -2.780
```

natural (NBO) atomic charge list, values in e, 4 entries:
1 C -0.49
2 C 0.20
3 C -0.46
4 C -0.39

---

C6H13N in the gas phase in a non-equilibrium geometry, computed with wB97M-V/def2-TZVPD.

Computed properties:
relative energy (zero: lowest compared OMol25 entry of this formula, charge and spin): 53.9 kcal per mole
charge: 0
calculated total energy: -291.0729 a.u.
structure (SMILES): C=CCCCNC
HOMO-LUMO gap: 9.989 eV

XYZ file:
```
20
C6H13N, DFT wB97M-V/def2-TZVPD
C -3.314 0.771 -0.401
C -2.651 -0.357 -0.049
C -1.589 -0.385 0.964
C -0.363 0.348 0.290
C 1.147 -0.135 0.437
N 2.192 0.563 -0.349
C 3.315 -0.406 -0.650
H -4.085 0.692 -1.216
H -3.163 1.687 -0.011
H -2.859 -1.293 -0.580
H -2.003 -0.034 1.892
H -1.100 -1.368 1.256
H -0.571 0.513 -0.718
H -0.386 1.441 0.765
H 1.236 -1.203 0.290
H 1.409 0.156 1.482
H 1.835 0.939 -1.246
H 4.119 0.242 -1.024
H 3.714 -0.892 0.215
H 3.118 -1.279 -1.347
```

natural (NBO) atomic charge list, values in e, 4 entries:
1 C -0.41
2 C -0.16
3 C -0.46
4 C -0.39

---

C6H13N in the gas phase in a non-equilibrium geometry, computed with wB97M-V/def2-TZVPD.

Computed properties:
relative energy (zero: lowest compared OMol25 entry of this formula, charge and spin): 19.5 kcal per mole
charge: 0
calculated total energy: -291.1277 a.u.
structure (SMILES): [H]/N=C\[C@H](C)C(C)C
HOMO-LUMO gap: 10.491 eV

XYZ file:
```
20
C6H13N, DFT wB97M-V/def2-TZVPD
H 0.435 0.513 -2.248
N -0.570 0.482 -2.389
C -1.246 0.200 -1.355
C -0.986 -0.093 0.067
C -1.655 0.948 0.965
C 0.628 -0.248 0.502
C 1.647 0.686 -0.135
C 1.084 -1.702 0.385
H -2.461 0.143 -1.447
H -1.437 -1.070 0.271
H -2.740 0.934 0.824
H -1.446 0.734 2.018
H -1.302 1.958 0.741
H 0.627 -0.016 1.575
H 1.982 0.333 -1.116
H 1.266 1.707 -0.226
H 2.559 0.726 0.475
H 1.096 -2.037 -0.657
H 2.094 -1.832 0.795
H 0.427 -2.367 0.955
```

natural (NBO) atomic charge list, values in e, 4 entries:
1 H 0.34
2 N -0.62
3 C 0.17
4 C -0.29

---

C6H13N in the gas phase in a non-equilibrium geometry, computed with wB97M-V/def2-TZVPD.

Computed properties:
relative energy (zero: lowest compared OMol25 entry of this formula, charge and spin): 26.4 kcal per mole
charge: 0
calculated total energy: -291.1167 a.u.
structure (SMILES): CCN1CCCC1
HOMO-LUMO gap: 9.141 eV

XYZ file:
```
20
C6H13N, DFT wB97M-V/def2-TZVPD
C -2.156 -1.489 0.505
C -1.410 -0.149 0.590
N 0.046 -0.277 0.469
C 0.770 0.930 0.896
C 1.761 1.160 -0.166
C 1.266 0.507 -1.402
C 0.567 -0.742 -0.820
H -1.755 -2.135 1.256
H -3.209 -1.416 0.829
H -2.119 -1.849 -0.510
H -1.592 0.318 1.639
H -1.826 0.629 -0.104
H 0.136 1.864 1.020
H 1.093 0.775 1.927
H 1.914 2.281 -0.312
H 2.822 0.787 0.197
H 0.553 1.203 -1.901
H 2.053 0.302 -2.182
H -0.359 -1.161 -1.255
H 1.445 -1.537 -0.675
```

natural (NBO) atomic charge list, values in e, 4 entries:
1 C -0.62
2 C -0.20
3 N -0.46
4 C -0.23

---

C6H13N in the gas phase in a non-equilibrium geometry, computed with wB97M-V/def2-TZVPD.

Computed properties:
relative energy (zero: lowest compared OMol25 entry of this formula, charge and spin): 9.0 kcal per mole
charge: 0
calculated total energy: -291.1444 a.u.
structure (SMILES): CCN1CCCC1
HOMO-LUMO gap: 9.481 eV

XYZ file:
```
20
C6H13N, DFT wB97M-V/def2-TZVPD
C 1.962 -1.391 -1.186
C 1.558 -0.373 -0.083
N 0.234 0.145 -0.303
C -0.849 -0.744 0.087
C -2.063 0.173 0.038
C -1.494 1.358 0.820
C -0.032 1.433 0.343
H 2.465 -0.873 -1.999
H 1.086 -1.926 -1.482
H 2.701 -2.109 -0.827
H 1.640 -0.863 0.904
H 2.304 0.403 -0.120
H -0.746 -1.064 1.146
H -0.889 -1.671 -0.482
H -2.303 0.435 -0.984
H -2.894 -0.240 0.585
H -1.482 1.080 1.883
H -1.985 2.327 0.850
H 0.124 2.264 -0.356
H 0.663 1.635 1.166
```

natural (NBO) atomic charge list, values in e, 4 entries:
1 C -0.61
2 C -0.21
3 N -0.45
4 C -0.21

---

C6H13N in the gas phase in a non-equilibrium geometry, computed with wB97M-V/def2-TZVPD.

Computed properties:
relative energy (zero: lowest compared OMol25 entry of this formula, charge and spin): 23.9 kcal per mole
charge: 0
calculated total energy: -291.1206 a.u.
structure (SMILES): CCC(=CN)CC
HOMO-LUMO gap: 9.216 eV

XYZ file:
```
20
C6H13N, DFT wB97M-V/def2-TZVPD
C -0.726 1.438 1.391
C -0.989 -0.036 1.010
C -0.118 -0.421 -0.187
C -0.416 -1.415 -1.044
N -1.704 -1.986 -1.111
C 1.374 -0.061 -0.039
C 1.833 1.020 -1.019
H -0.864 2.137 0.564
H -1.457 1.657 2.187
H 0.273 1.499 1.821
H -0.685 -0.645 1.866
H -2.055 -0.160 0.782
H 0.265 -1.820 -1.782
H -2.469 -1.432 -0.769
H -1.797 -2.851 -0.597
H 1.786 0.027 0.969
H 1.871 -1.012 -0.321
H 1.061 1.786 -1.128
H 2.164 0.672 -2.001
H 2.653 1.604 -0.591
```

natural (NBO) atomic charge list, values in e, 4 entries:
1 C -0.60
2 C -0.43
3 C -0.03
4 C -0.01

---

C6H13N in the gas phase in a non-equilibrium geometry, computed with wB97M-V/def2-TZVPD.

Computed properties:
relative energy (zero: lowest compared OMol25 entry of this formula, charge and spin): 43.9 kcal per mole
charge: 0
calculated total energy: -291.0888 a.u.
structure (SMILES): C=CC[C@@H](C)NC
HOMO-LUMO gap: 9.306 eV

XYZ file:
```
20
C6H13N, DFT wB97M-V/def2-TZVPD
C 2.852 0.082 -0.218
C 1.996 0.093 0.795
C 0.768 -0.830 0.792
C -0.372 -0.394 -0.123
C -1.595 -1.309 0.047
N -0.573 1.059 0.051
C -1.585 1.664 -0.806
H 3.825 0.560 -0.283
H 2.456 -0.274 -1.160
H 2.241 0.344 1.828
H 1.008 -1.897 0.698
H 0.342 -0.692 1.800
H -0.008 -0.548 -1.163
H -1.688 -1.630 1.084
H -2.429 -0.711 -0.341
H -1.541 -2.085 -0.716
H -0.188 1.248 0.956
H -2.522 1.084 -0.811
H -1.190 1.528 -1.813
H -1.798 2.708 -0.617
```

natural (NBO) atomic charge list, values in e, 4 entries:
1 C -0.38
2 C -0.18
3 C -0.45
4 C -0.03

---

2 unconnected molecules or ions with the total composition C6H13N2 in a non-equilibrium geometry, computed with wB97M-V/def2-TZVPD.

Computed properties:
relative energy (zero: lowest compared OMol25 entry of this formula, charge and spin): 54.1 kcal per mole
charge: +1
calculated total energy: -345.6099 a.u.
HOMO-LUMO gap: 7.592 eV

XYZ file:
```
21
C6H13N2, DFT wB97M-V/def2-TZVPD
C 0.043 -2.206 1.425
C -0.214 -2.873 0.277
C 0.348 -0.140 2.593
N 0.327 -0.801 1.468
H 0.014 -2.672 2.396
H -0.146 -2.406 -0.726
H -0.492 -3.899 0.293
H 0.685 0.919 2.615
H -0.008 -0.632 3.490
H 0.351 -0.280 0.493
C -0.994 1.047 -2.442
C -0.138 1.503 -1.267
C -0.159 2.816 -0.898
N 0.738 0.505 -0.764
H -1.781 0.358 -2.078
H -0.327 0.460 -3.100
H -1.401 1.928 -2.934
H 0.483 3.113 -0.059
H -0.693 3.518 -1.520
H 0.967 -0.231 -1.466
H 1.571 1.019 -0.453
```

natural (NBO) atomic charge list, values in e, 4 entries:
1 C -0.07
2 C -0.30
3 C 0.09
4 N -0.44

---

2 unconnected molecules or ions with the total composition C6H13N2 in a non-equilibrium geometry, computed with wB97M-V/def2-TZVPD.

Computed properties:
relative energy (zero: lowest compared OMol25 entry of this formula, charge and spin): 102.9 kcal per mole
charge: +1
calculated total energy: -345.5320 a.u.
HOMO-LUMO gap: 6.928 eV

XYZ file:
```
21
C6H13N2, DFT wB97M-V/def2-TZVPD
C -1.570 1.692 2.328
C 0.038 0.966 0.625
C 0.526 -0.981 -1.452
C -1.469 0.965 3.631
C -0.541 -1.536 -0.626
C 2.780 -0.747 -2.307
N -0.690 1.381 1.482
N 1.773 -1.314 -1.442
H -2.361 2.488 2.160
H 1.077 1.406 0.291
H 0.310 -0.170 -2.185
H -0.399 0.532 3.653
H -1.579 1.688 4.499
H -2.314 0.270 3.600
H -1.520 -1.387 -1.101
H -0.546 -0.816 0.287
H -0.285 -2.493 -0.176
H 3.718 -0.912 -1.680
H 2.803 -1.370 -3.203
H 2.345 0.242 -2.487
H 2.087 -2.107 -0.978
```

natural (NBO) atomic charge list, values in e, 4 entries:
1 C 0.00
2 C -0.14
3 C 0.34
4 C -0.65

---

A gas-phase ion, C6H13N2 (charge +1) in a non-equilibrium geometry, computed with wB97M-V/def2-TZVPD.

Computed properties:
relative energy (zero: lowest compared OMol25 entry of this formula, charge and spin): 51.6 kcal per mole
charge: +1
spin multiplicity: 3
calculated total energy: -345.4654 a.u.
HOMO-LUMO gap (alpha / beta): 7.080 / 6.562 eV

XYZ file:
```
21
C6H13N2, DFT wB97M-V/def2-TZVPD
C 2.007 0.399 -0.626
C 1.407 -0.956 -0.711
C -0.467 0.679 -1.349
C -1.768 0.272 -0.880
C 0.574 0.175 -0.290
C -0.011 -0.995 1.828
N -2.303 0.941 0.119
N 0.003 0.245 1.000
H 2.684 0.600 0.141
H 2.266 0.907 -1.534
H 1.440 -1.465 -1.646
H 1.578 -1.809 -0.004
H -0.083 0.352 -2.394
H -0.480 1.760 -1.154
H -2.302 -0.584 -1.251
H 0.958 -1.257 2.356
H -0.747 -0.864 2.694
H -0.404 -1.791 1.265
H -3.180 0.699 0.620
H -1.739 1.776 0.381
H 0.567 0.916 1.434
```

natural (NBO) atomic charge list, values in e, 4 entries:
1 C -0.38
2 C -0.41
3 C -0.41
4 C -0.08